# 1
Below is one molecule with the formula C5H3N3 at a distorted geometry, with properties calculated with ωB97M-V/def2-TZVPD.

Bonds (Å) are listed after each position.
Element x y z (Å)
1 H 1.51793 -0.75488 -2.17096  N2 0.971
2 N 1.65463 -0.16895 -1.40937  H1 0.971, C3 1.306
3 C 0.51764 -0.14507 -0.76725  N2 1.306, N4 1.467, C7 1.383
4 N -0.58312 -1.04482 -1.12791  C3 1.467, C5 1.215
5 C -1.38943 -0.74459 -0.27049  N4 1.215, C6 1.477, H10 1.137
6 C -1.01110 0.12699 0.86040  C5 1.477, C7 1.387, H11 1.032
7 C 0.23623 0.53009 0.40595  C3 1.383, C6 1.387, C8 1.409
8 C 1.21834 1.23810 1.12617  C7 1.409, N9 1.258
9 N 1.88424 1.69671 2.08994  C8 1.258
10 H -2.42579 -1.20503 -0.35650  C5 1.137
11 H -1.61957 0.47145 1.62002  C6 1.032

Energy above the lowest of the compared OMol25 structures with the same formula, charge and spin   52.2 kcal/mol
Energy   -356.488895 Eh
LUMO   -2.0 eV
Largest force on an atom   10.45 eV/Å
Orbital gap   0.3103 Eh

Here are the Mulliken charges for atoms 1 to 8, given in e: atom 1 (H): 0.320, atom 2 (N): -0.590, atom 3 (C): 0.475, atom 4 (N): -0.486, atom 5 (C): -0.123, atom 6 (C): -0.487, atom 7 (C): 0.343, atom 8 (C): 0.145

=====

# 2
Below is one molecule with the formula C4H8N2 at a distorted geometry, with properties calculated with ωB97M-V/def2-TZVPD.

Bonds (Å) are listed after each position.
Element x y z (Å)
1 C -0.36247 -0.19180 2.01132  C2 1.527, H7 1.092, H8 1.104, H9 1.098
2 C 0.52849 -0.27776 0.77398  C1 1.527, N3 1.524, H10 1.118, H11 1.144
3 N -0.29512 -0.40788 -0.50215  C2 1.524, C4 1.422, H12 0.999
4 C 0.33609 0.15676 -1.64482  N3 1.422, C5 1.476, H13 1.094, H14 1.104
5 C 0.14244 1.61889 -1.68728  C4 1.476, N6 1.156
6 N -0.07878 2.75346 -1.67819  C5 1.156
7 H -0.90829 -1.12528 2.16023  C1 1.092
8 H -1.10069 0.62343 1.91256  C1 1.104
9 H 0.19336 0.00666 2.93780  C1 1.098
10 H 1.13606 0.65942 0.72921  C2 1.118
11 H 0.68450 -1.28817 0.26002  C2 1.144
12 H -1.28690 -0.35846 -0.39418  N3 0.999
13 H -0.04484 -0.29076 -2.56705  C4 1.094
14 H 1.41993 -0.05047 -1.60354  C4 1.104

Energy above the lowest of the compared OMol25 structures with the same formula, charge and spin   60.2 kcal/mol
Energy   -266.626089 Eh
LUMO   1.0 eV
Largest force on an atom   4.21 eV/Å
Orbital gap   0.3604 Eh

Here are the Mulliken charges for atoms 1 to 8, given in e: atom 1 (C): -1.287, atom 2 (C): -0.334, atom 3 (N): -0.275, atom 4 (C): -0.639, atom 5 (C): 0.418, atom 6 (N): -0.421, atom 7 (H): 0.308, atom 8 (H): 0.327

=====

# 3
Below is one molecule with the formula C5H9FO2 at a distorted geometry, with properties calculated with ωB97M-V/def2-TZVPD.

Bonds (Å) are listed after each position.
Element x y z (Å)
1 C -2.64462 0.74401 0.39561  C2 1.599, H9 1.129, H10 1.161, H11 1.130
2 C -1.45804 -0.23862 -0.03234  C1 1.599, O3 1.190, O4 1.278
3 O -1.52529 -1.15571 -0.78832  C2 1.190
4 O -0.36757 0.13947 0.51573  C2 1.278, C5 1.427
5 C 0.89580 -0.46371 0.23841  O4 1.427, C6 1.553, C7 1.517, F8 1.421
6 C 1.95707 0.51447 0.81188  C5 1.553, H12 1.047, H13 1.014, H14 1.141
7 C 1.00286 -0.70499 -1.25524  C5 1.517, H15 1.146, H16 1.058, H17 1.120
8 F 0.88450 -1.66765 0.99231  C5 1.421
9 H -3.16598 0.99303 -0.57448  C1 1.129
10 H -3.35769 0.20339 1.13560  C1 1.161
11 H -2.11628 1.63620 0.84471  C1 1.130
12 H 1.77943 0.73612 1.81911  C6 1.047
13 H 2.90861 0.16552 0.78110  C6 1.014
14 H 2.07027 1.39299 0.09263  C6 1.141
15 H 0.74331 -1.74079 -1.67127  C7 1.146
16 H 2.02723 -0.57853 -1.48704  C7 1.058
17 H 0.36639 0.02483 -1.81840  C7 1.120

Energy above the lowest of the compared OMol25 structures with the same formula, charge and spin   9.7 kcal/mol
Energy   -446.247248 Eh
LUMO   0.8 eV
Largest force on an atom   4.10 eV/Å
Orbital gap   0.4045 Eh

Here are the Mulliken charges for atoms 1 to 8, given in e: atom 1 (C): -0.857, atom 2 (C): 0.650, atom 3 (O): -0.532, atom 4 (O): -0.369, atom 5 (C): 1.409, atom 6 (C): -1.652, atom 7 (C): -1.383, atom 8 (F): -0.360

=====

# 4
Below is a 2-piece molecular cluster, C4H12 overall at a distorted geometry, with properties calculated with ωB97M-V/def2-TZVPD.

Bonds (Å) are listed after each position.
Element x y z (Å)
1 C 0.64463 1.53146 0.03882  C2 1.540, H3 1.088, H4 1.099, H5 1.086
2 C 1.27758 1.84583 1.40722  C1 1.540, H6 1.091, H7 1.100, H8 1.079
3 H 0.88894 2.27029 -0.72213  C1 1.088
4 H 1.04660 0.64771 -0.47703  C1 1.099
5 H -0.35336 1.20252 0.31427  C1 1.086
6 H 2.36695 1.88510 1.35749  C2 1.091
7 H 1.02389 0.98398 2.04147  C2 1.100
8 H 0.90734 2.72269 1.91537  C2 1.079
9 C -1.62286 -1.62613 -0.32746  C10 1.560, H11 1.088, H12 1.091, H13 1.084
10 C -0.31141 -1.74500 -1.16402  C9 1.560, H14 1.095, H15 1.090, H16 1.083
11 H -2.38731 -2.22569 -0.81782  C9 1.088
12 H -1.35407 -2.14611 0.59356  C9 1.091
13 H -1.92400 -0.61510 -0.07763  C9 1.084
14 H 0.51969 -1.47495 -0.50338  C10 1.095
15 H -0.32976 -0.89003 -1.84061  C10 1.090
16 H -0.13423 -2.74750 -1.53337  C10 1.083

Energy above the lowest of the compared OMol25 structures with the same formula, charge and spin   15.3 kcal/mol
Energy   -159.560519 Eh
LUMO   1.1 eV
Largest force on an atom   2.32 eV/Å
Orbital gap   0.4578 Eh

Here are the Mulliken charges for atoms 1 to 8, given in e: atom 1 (C): -0.541, atom 2 (C): -0.948, atom 3 (H): 0.358, atom 4 (H): 0.120, atom 5 (H): 0.132, atom 6 (H): 0.294, atom 7 (H): 0.274, atom 8 (H): 0.290

=====

# 5
Below is one molecule with the formula C5H8N4 at a distorted geometry, with properties calculated with ωB97M-V/def2-TZVPD.

Bonds (Å) are listed after each position.
Element x y z (Å)
1 N -1.62811 -0.55859 -0.65353  C2 1.523, H10 1.111, H11 1.153
2 C -0.75112 -0.70270 0.58281  N1 1.523, C3 1.546, C9 1.597, H12 1.135
3 C 0.43595 -1.58857 0.13902  C2 1.546, N4 1.366, H13 0.986
4 N 1.75496 -1.29495 -0.05917  C3 1.366, N5 1.444
5 N 2.51522 -0.07144 0.03942  N4 1.444, C6 1.335
6 C 1.82517 1.01155 -0.32504  N5 1.335, C7 1.432, H14 1.117
7 C 0.42411 1.10028 -0.60617  C6 1.432, N8 1.546, C9 1.578, H15 1.165
8 N -0.53982 1.98797 0.21365  C7 1.546, C9 1.449, H16 0.995
9 C -0.12383 0.74469 0.83072  C2 1.597, C7 1.578, N8 1.449, H17 1.080
10 H -1.83016 -1.62381 -0.89572  N1 1.111
11 H -2.70038 -0.18201 -0.45941  N1 1.153
12 H -1.21820 -1.03919 1.56154  C2 1.135
13 H 0.14479 -2.48782 -0.14250  C3 0.986
14 H 2.56202 1.84597 -0.23787  C6 1.117
15 H 0.04576 0.34208 -1.40593  C7 1.165
16 H -1.33840 1.78839 -0.34475  N8 0.995
17 H 0.42205 0.72816 1.76292  C9 1.080

Energy above the lowest of the compared OMol25 structures with the same formula, charge and spin   136.0 kcal/mol
Energy   -414.115441 Eh
LUMO   0.3 eV
Largest force on an atom   7.99 eV/Å
Orbital gap   0.3261 Eh

Here are the Mulliken charges for atoms 1 to 8, given in e: atom 1 (N): -0.723, atom 2 (C): -0.068, atom 3 (C): -0.228, atom 4 (N): -0.374, atom 5 (N): -0.456, atom 6 (C): -0.103, atom 7 (C): -0.226, atom 8 (N): -0.703

=====

# 6
Below is a 2-piece molecular cluster, C6H13NO2 overall at a distorted geometry, with properties calculated with ωB97M-V/def2-TZVPD.

Bonds (Å) are listed after each position.
Element x y z (Å)
1 C -1.37348 -1.73177 0.01418  C2 1.506, H6 1.087, H7 1.086, H8 1.087
2 C -1.74236 -0.29635 0.27954  C1 1.506, C3 1.509, N4 1.475, O5 1.381
3 C -2.17539 0.49562 -0.92944  C2 1.509, H9 1.089, H10 1.091, H11 1.090
4 N -0.98261 0.41778 1.32240  C2 1.475, O5 1.438, H12 1.026
5 O -2.34256 -0.01884 1.49148  C2 1.381, N4 1.438
6 H -2.19371 -2.23961 -0.48701  C1 1.087
7 H -1.15179 -2.23520 0.95028  C1 1.086
8 H -0.49558 -1.76173 -0.62567  C1 1.087
9 H -1.35572 0.53148 -1.64481  C3 1.089
10 H -2.45755 1.51144 -0.65072  C3 1.091
11 H -3.02957 0.00612 -1.39771  C3 1.090
12 H -1.01518 1.43667 1.20718  N4 1.026
13 C 2.10915 1.50338 -0.57460  C14 1.508, H17 1.088, H18 1.087, H19 1.088
14 C 1.82110 0.02786 -0.45126  C13 1.508, C15 1.502, O16 1.209
15 C 2.07724 -0.55066 0.91119  C14 1.502, H20 1.092, H21 1.085, H22 1.086
16 O 1.38787 -0.62581 -1.37082  C14 1.209
17 H 3.18621 1.65465 -0.56907  C13 1.088
18 H 1.68924 2.03570 0.27542  C13 1.087
19 H 1.70542 1.89883 -1.50402  C13 1.088
20 H 1.19453 -0.34317 1.51944  C15 1.092
21 H 2.93879 -0.08953 1.38277  C15 1.085
22 H 2.20598 -1.62686 0.85125  C15 1.086

Energy above the lowest of the compared OMol25 structures with the same formula, charge and spin   68.8 kcal/mol
Energy   -441.570332 Eh
LUMO   0.8 eV
Largest force on an atom   1.43 eV/Å
Orbital gap   0.3866 Eh

Here are the Mulliken charges for atoms 1 to 8, given in e: atom 1 (C): -1.404, atom 2 (C): 1.369, atom 3 (C): -1.330, atom 4 (N): -0.388, atom 5 (O): -0.482, atom 6 (H): 0.415, atom 7 (H): 0.338, atom 8 (H): 0.200

=====

Copy entry 2 word for word.
Below is one molecule with the formula C4H8N2 at a distorted geometry, with properties calculated with ωB97M-V/def2-TZVPD.

Bonds (Å) are listed after each position.
Element x y z (Å)
1 C -0.36247 -0.19180 2.01132  C2 1.527, H7 1.092, H8 1.104, H9 1.098
2 C 0.52849 -0.27776 0.77398  C1 1.527, N3 1.524, H10 1.118, H11 1.144
3 N -0.29512 -0.40788 -0.50215  C2 1.524, C4 1.422, H12 0.999
4 C 0.33609 0.15676 -1.64482  N3 1.422, C5 1.476, H13 1.094, H14 1.104
5 C 0.14244 1.61889 -1.68728  C4 1.476, N6 1.156
6 N -0.07878 2.75346 -1.67819  C5 1.156
7 H -0.90829 -1.12528 2.16023  C1 1.092
8 H -1.10069 0.62343 1.91256  C1 1.104
9 H 0.19336 0.00666 2.93780  C1 1.098
10 H 1.13606 0.65942 0.72921  C2 1.118
11 H 0.68450 -1.28817 0.26002  C2 1.144
12 H -1.28690 -0.35846 -0.39418  N3 0.999
13 H -0.04484 -0.29076 -2.56705  C4 1.094
14 H 1.41993 -0.05047 -1.60354  C4 1.104

Energy above the lowest of the compared OMol25 structures with the same formula, charge and spin   60.2 kcal/mol
Energy   -266.626089 Eh
LUMO   1.0 eV
Largest force on an atom   4.21 eV/Å
Orbital gap   0.3604 Eh

Here are the Mulliken charges for atoms 1 to 8, given in e: atom 1 (C): -1.287, atom 2 (C): -0.334, atom 3 (N): -0.275, atom 4 (C): -0.639, atom 5 (C): 0.418, atom 6 (N): -0.421, atom 7 (H): 0.308, atom 8 (H): 0.327

=====

Copy entry 3 word for word.
Below is one molecule with the formula C5H9FO2 at a distorted geometry, with properties calculated with ωB97M-V/def2-TZVPD.

Bonds (Å) are listed after each position.
Element x y z (Å)
1 C -2.64462 0.74401 0.39561  C2 1.599, H9 1.129, H10 1.161, H11 1.130
2 C -1.45804 -0.23862 -0.03234  C1 1.599, O3 1.190, O4 1.278
3 O -1.52529 -1.15571 -0.78832  C2 1.190
4 O -0.36757 0.13947 0.51573  C2 1.278, C5 1.427
5 C 0.89580 -0.46371 0.23841  O4 1.427, C6 1.553, C7 1.517, F8 1.421
6 C 1.95707 0.51447 0.81188  C5 1.553, H12 1.047, H13 1.014, H14 1.141
7 C 1.00286 -0.70499 -1.25524  C5 1.517, H15 1.146, H16 1.058, H17 1.120
8 F 0.88450 -1.66765 0.99231  C5 1.421
9 H -3.16598 0.99303 -0.57448  C1 1.129
10 H -3.35769 0.20339 1.13560  C1 1.161
11 H -2.11628 1.63620 0.84471  C1 1.130
12 H 1.77943 0.73612 1.81911  C6 1.047
13 H 2.90861 0.16552 0.78110  C6 1.014
14 H 2.07027 1.39299 0.09263  C6 1.141
15 H 0.74331 -1.74079 -1.67127  C7 1.146
16 H 2.02723 -0.57853 -1.48704  C7 1.058
17 H 0.36639 0.02483 -1.81840  C7 1.120

Energy above the lowest of the compared OMol25 structures with the same formula, charge and spin   9.7 kcal/mol
Energy   -446.247248 Eh
LUMO   0.8 eV
Largest force on an atom   4.10 eV/Å
Orbital gap   0.4045 Eh

Here are the Mulliken charges for atoms 1 to 8, given in e: atom 1 (C): -0.857, atom 2 (C): 0.650, atom 3 (O): -0.532, atom 4 (O): -0.369, atom 5 (C): 1.409, atom 6 (C): -1.652, atom 7 (C): -1.383, atom 8 (F): -0.360

=====

Which value of energy does entry 1 give? -356.488895 Eh

=====

What did the sixth record say?
Below is a 2-piece molecular cluster, C6H13NO2 overall at a distorted geometry, with properties calculated with ωB97M-V/def2-TZVPD.

Bonds (Å) are listed after each position.
Element x y z (Å)
1 C -1.37348 -1.73177 0.01418  C2 1.506, H6 1.087, H7 1.086, H8 1.087
2 C -1.74236 -0.29635 0.27954  C1 1.506, C3 1.509, N4 1.475, O5 1.381
3 C -2.17539 0.49562 -0.92944  C2 1.509, H9 1.089, H10 1.091, H11 1.090
4 N -0.98261 0.41778 1.32240  C2 1.475, O5 1.438, H12 1.026
5 O -2.34256 -0.01884 1.49148  C2 1.381, N4 1.438
6 H -2.19371 -2.23961 -0.48701  C1 1.087
7 H -1.15179 -2.23520 0.95028  C1 1.086
8 H -0.49558 -1.76173 -0.62567  C1 1.087
9 H -1.35572 0.53148 -1.64481  C3 1.089
10 H -2.45755 1.51144 -0.65072  C3 1.091
11 H -3.02957 0.00612 -1.39771  C3 1.090
12 H -1.01518 1.43667 1.20718  N4 1.026
13 C 2.10915 1.50338 -0.57460  C14 1.508, H17 1.088, H18 1.087, H19 1.088
14 C 1.82110 0.02786 -0.45126  C13 1.508, C15 1.502, O16 1.209
15 C 2.07724 -0.55066 0.91119  C14 1.502, H20 1.092, H21 1.085, H22 1.086
16 O 1.38787 -0.62581 -1.37082  C14 1.209
17 H 3.18621 1.65465 -0.56907  C13 1.088
18 H 1.68924 2.03570 0.27542  C13 1.087
19 H 1.70542 1.89883 -1.50402  C13 1.088
20 H 1.19453 -0.34317 1.51944  C15 1.092
21 H 2.93879 -0.08953 1.38277  C15 1.085
22 H 2.20598 -1.62686 0.85125  C15 1.086

Energy above the lowest of the compared OMol25 structures with the same formula, charge and spin   68.8 kcal/mol
Energy   -441.570332 Eh
LUMO   0.8 eV
Largest force on an atom   1.43 eV/Å
Orbital gap   0.3866 Eh

Here are the Mulliken charges for atoms 1 to 8, given in e: atom 1 (C): -1.404, atom 2 (C): 1.369, atom 3 (C): -1.330, atom 4 (N): -0.388, atom 5 (O): -0.482, atom 6 (H): 0.415, atom 7 (H): 0.338, atom 8 (H): 0.200